1.
A structure of composition C43H33ClF3N2P2PdSTe. Source: the Open Molecules 2025 dataset; level of theory: ωB97M-V with the def2-TZVPD basis set.

```
! wB97M-V def2-TZVPD RIJCOSX def2/J DEFGRID3
* xyz -1 3
Pd -1.38887 0.71247 0.81598
Te 2.98018 -1.87464 0.25689
C 3.08225 -2.95143 -1.57057
C 4.19475 -2.80416 -2.39550
C 4.26545 -3.52795 -3.57625
N 3.31791 -4.36435 -3.99419
C 2.25601 -4.49843 -3.20064
C 2.09705 -3.83422 -1.99408
C 1.12658 -0.97644 0.16652
P -0.35071 -1.48861 0.96469
C 0.14344 -2.50109 2.40050
C 0.91430 -1.86310 3.37419
C 1.36284 -2.54913 4.48907
C 1.04950 -3.89347 4.65225
C 0.29511 -4.54020 3.68659
C -0.15463 -3.84982 2.56775
C -1.36622 -2.60854 -0.05385
C -1.15206 -2.67554 -1.42639
C -2.01924 -3.38594 -2.24423
C -3.11953 -4.03029 -1.70014
C -3.35898 -3.94644 -0.33362
C -2.49483 -3.23364 0.48128
P 0.82267 0.70128 -0.23967
C 2.17370 1.75142 0.40310
C 2.04370 2.20007 1.71689
C 3.03346 2.97363 2.30361
C 4.16680 3.31258 1.57515
C 4.30254 2.87743 0.26478
C 3.31061 2.10122 -0.31986
C 0.97359 0.97851 -2.04166
C 1.46846 0.00626 -2.90614
C 1.51262 0.23570 -4.27514
C 1.05388 1.43776 -4.79473
C 0.55121 2.41060 -3.94098
C 0.50967 2.17983 -2.57480
H 4.99208 -2.11753 -2.13806
H 5.12851 -3.42048 -4.22639
H 1.48691 -5.18340 -3.54401
H 1.21421 -4.01038 -1.39454
H 1.17669 -0.81846 3.24023
H 1.96433 -2.03579 5.22925
H 1.39971 -4.43256 5.52347
H 0.06102 -5.59227 3.79459
H -0.72242 -4.37756 1.81258
H -0.31019 -2.14430 -1.85220
H -1.84218 -3.41842 -3.31227
H -3.80165 -4.57780 -2.33832
H -4.23095 -4.42520 0.09479
H -2.70794 -3.14717 1.54132
H 1.14567 1.95305 2.27623
H 2.90926 3.32249 3.32116
H 4.94088 3.92023 2.02770
H 5.18431 3.14223 -0.30604
H 3.42094 1.76566 -1.34410
H 1.81248 -0.93854 -2.50511
H 1.89802 -0.53301 -4.93431
H 1.07696 1.61328 -5.86330
H 0.17707 3.34521 -4.34096
H 0.10100 2.93484 -1.91245
F -5.41435 1.38582 -2.86276
C -4.33775 2.02259 -3.35867
F -3.62242 1.11921 -4.04881
F -4.81432 2.90331 -4.27611
C -3.53637 2.71954 -2.30074
C -3.33528 4.08145 -2.37713
C -2.57889 4.73144 -1.40821
C -2.05302 3.96078 -0.38838
N -2.24162 2.65124 -0.29793
C -2.96493 1.98893 -1.22853
S -3.06881 0.29494 -0.98572
H -3.76540 4.63726 -3.19920
H -2.40146 5.79625 -1.44983
H -1.43928 4.39935 0.39239
Cl 1.20512 3.65248 5.69006
C -0.00736 2.84604 4.72417
C -0.84732 3.59635 3.90796
C -1.81519 2.96576 3.15604
C -1.98022 1.55394 3.18199
C -2.94887 0.88052 2.37793
C -1.10066 0.83273 4.03374
C -0.13527 1.46416 4.79007
H -0.73911 4.67283 3.87555
H -2.47409 3.55126 2.52618
H -3.75410 1.46854 1.95228
H -3.22137 -0.12929 2.66376
H -1.20463 -0.24419 4.08856
H 0.51905 0.89129 5.43531
*
```

The LUMO energy (alpha / beta) comes out at 2.3 / 1.8 eV. The HOMO energy (alpha / beta) is -3.2 / -4.6 eV. The value obtained for the gap between HOMO and LUMO (alpha / beta) is 5.49 / 6.44 eV. For the max |F|, the calculation gives 0.0043 Eh/bohr.

=====

2.
A structure of composition C43H33EuN5O5S4. Source: the Open Molecules 2025 dataset; level of theory: ωB97M-V with the def2-TZVPD basis set.

```
! wB97M-V def2-TZVPD RIJCOSX def2/J DEFGRID3
* xyz -2 8
Eu 0.21020 -0.23700 -0.35326
C -4.54307 0.74170 0.37300
O -4.20949 0.97930 1.75670
C -3.71905 -0.13366 2.43115
C -4.39923 -0.61921 3.52073
C -3.85467 -1.65410 4.30648
C -2.53908 -2.03556 4.16791
C -1.73812 -1.40062 3.17449
C -0.37596 -1.78129 3.10188
N 0.45036 -1.17002 2.25339
N 1.66809 -1.66890 2.09334
C 1.82094 -2.69324 0.91657
O 0.97883 -2.41333 -0.13369
C 1.77024 -4.12520 1.52416
C 2.82697 -4.52776 2.35763
C 2.87732 -5.82309 2.88166
C 1.87112 -6.72388 2.60454
C 0.74917 -6.31331 1.87709
C 0.65394 -5.03562 1.35241
C -2.32119 -0.58040 2.16646
O -1.73494 -0.17948 1.09336
H -4.89978 1.71463 -0.03389
H -5.36319 0.03580 0.22802
H -3.69861 0.45725 -0.23387
H -5.37808 -0.23464 3.84186
H -4.46945 -2.15723 5.08532
H -2.11895 -2.76903 4.84627
H -0.04405 -2.57919 3.79066
H 3.71373 -3.95245 2.67269
H 3.71101 -6.07625 3.53989
H 1.90784 -7.69019 3.09568
H -0.12606 -7.00204 1.75469
H -0.28413 -4.73902 0.84793
S 5.33944 -0.58515 0.65717
C 5.17269 -1.70007 -0.68601
C 4.05370 -2.46437 -0.61357
C 3.25914 -2.23093 0.56577
C 3.76382 -1.17014 1.29808
C 2.76803 -0.69556 2.30617
C 3.26750 -0.71341 3.70172
C 3.72888 0.43969 4.29463
C 3.81415 1.60753 3.53696
C 3.01038 1.64323 2.37719
N 2.41781 0.63872 1.79211
H 5.90134 -1.67695 -1.47844
H 3.81006 -3.25405 -1.35565
H 3.27571 -1.69176 4.17343
H 4.03559 0.49520 5.33895
H 4.35168 2.47838 3.80426
H 2.86775 2.61543 1.87836
N -0.10534 2.23429 -0.47587
S 0.15202 3.32684 -1.58156
C 1.35398 4.54768 -1.08406
C 1.13539 5.91923 -1.12086
C 2.15133 6.75521 -0.63410
C 3.42972 6.30595 -0.34975
C 3.62571 4.92140 -0.44223
C 2.59202 4.03347 -0.74522
C -1.45055 4.20026 -1.88748
C -2.18162 3.85283 -3.03833
C -3.39697 4.51031 -3.28727
C -4.01172 5.31453 -2.32806
C -3.26709 5.61876 -1.18506
C -2.03202 5.00876 -0.94147
H -0.30396 2.74447 0.38064
H 0.25589 6.38246 -1.54966
H 1.94282 7.83557 -0.46925
H 4.25389 6.96294 -0.11135
H 4.61897 4.54755 -0.22763
H 2.73516 2.96666 -0.72645
H -1.79438 3.08780 -3.68856
H -3.88597 4.37498 -4.26494
H -5.03354 5.70516 -2.49772
H -3.66332 6.32367 -0.43007
H -1.45156 5.28415 -0.05326
O -1.45677 0.92910 -4.02147
S -0.83616 -0.24582 -3.47365
O 0.59830 -0.17397 -3.15969
N -1.60949 -0.82844 -2.12886
C -2.26010 -1.97720 -2.37019
S -3.18161 -2.89918 -1.33561
C -2.12971 -2.45760 -3.80715
C -2.82873 -3.52456 -4.43481
C -2.72027 -3.75251 -5.80052
C -1.93088 -2.84210 -6.55064
C -1.15257 -1.84633 -5.93056
C -1.33090 -1.61568 -4.57643
H -3.42359 -4.10522 -3.74104
H -3.27779 -4.59267 -6.27493
H -1.93736 -2.87846 -7.64279
H -0.42152 -1.30298 -6.50448
*
```

The LUMO energy (alpha / beta) comes out at 3.6 / 3.6 eV. The HOMO energy (alpha / beta) is -0.4 / -0.4 eV. The value obtained for the gap between HOMO and LUMO (alpha / beta) is 4.04 / 4.05 eV. For the max |F|, the calculation gives 0.0898 Eh/bohr.